# 1
101
Properties=species:S:1:pos:R:3 method="wB97M-V/def2-TZVPD" e_tot_ha=-3015.1988 e_lumo_ev="-9.40 / -12.33" spin_multiplicity=2 orbital_gap_ev="6.02 / 3.09" charge=+3 mol_weight_g_mol=981.8
Pt -0.279 -0.630 -0.039
C -2.760 1.971 -0.451
C -2.923 0.627 -1.061
C -3.982 0.173 -1.830
C -3.716 -1.157 -2.097
N -2.558 -1.483 -1.525
N -2.061 -0.395 -0.894
B -1.874 -2.882 -1.485
N -0.483 -2.652 -2.130
C 0.125 -3.130 -3.210
C 1.391 -2.572 -3.289
C 1.520 -1.713 -2.214
C 2.694 -0.842 -1.926
N 0.368 -1.811 -1.495
N -1.576 -3.222 0.008
C -1.692 -4.358 0.699
C -1.339 -4.124 2.016
C -0.985 -2.783 2.079
C -0.612 -1.979 3.276
N -1.136 -2.249 0.851
N -2.715 -3.885 -2.169
C -3.737 -4.681 -1.730
C -4.336 -5.230 -2.824
C -3.632 -4.705 -3.937
C -3.884 -4.962 -5.385
N -2.673 -3.891 -3.540
H -3.667 2.547 -0.616
H -2.615 1.858 0.622
H -1.926 2.524 -0.887
H -4.843 0.743 -2.134
H -4.271 -1.893 -2.656
H -0.392 -3.833 -3.842
H 2.137 -2.760 -4.042
H 3.483 -1.098 -2.629
H 2.457 0.212 -2.055
H 3.085 -0.980 -0.921
H -2.025 -5.264 0.222
H -1.369 -4.829 2.829
H -1.482 -1.874 3.925
H 0.158 -2.488 3.857
H -0.268 -0.982 3.013
H -3.995 -4.773 -0.688
H -5.164 -5.917 -2.837
H -4.430 -5.893 -5.522
H -4.480 -4.159 -5.821
H -2.948 -5.021 -5.937
O -0.542 0.850 1.638
S -0.079 2.291 1.533
C -0.847 3.308 2.727
C -2.217 3.619 2.538
C -2.839 4.459 3.424
C -2.101 5.026 4.470
C -0.733 4.751 4.630
C -0.086 3.927 3.745
C 1.625 2.509 1.781
C 2.368 1.689 2.635
C 3.682 2.038 2.876
C 4.245 3.155 2.253
C 3.494 3.952 1.399
C 2.168 3.636 1.157
H -2.756 3.223 1.690
H -3.883 4.708 3.301
H -2.588 5.704 5.161
H -0.190 5.189 5.457
H 0.969 3.723 3.851
H 1.903 0.849 3.135
H 4.277 1.469 3.576
H 5.277 3.411 2.454
H 3.935 4.822 0.933
H 1.553 4.265 0.525
C 3.064 -3.966 1.962
C 3.292 -2.470 2.249
C 3.206 -2.195 3.757
C 4.634 -1.994 1.667
C 2.223 -1.743 1.544
N 1.450 -1.190 0.904
H 3.869 -4.526 2.436
H 3.085 -4.174 0.892
H 2.117 -4.314 2.375
H 3.889 -2.876 4.262
H 2.206 -2.371 4.153
H 3.511 -1.180 3.998
H 5.434 -2.400 2.285
H 4.718 -0.907 1.672
H 4.775 -2.357 0.649
O -0.328 0.456 -2.977
C 0.103 1.286 -2.224
O 0.380 1.055 -0.919
C 0.367 2.697 -2.636
C 0.540 3.008 -3.985
C 0.722 4.327 -4.377
C 0.713 5.355 -3.441
C 0.529 5.018 -2.112
C 0.364 3.715 -1.702
N 0.503 6.058 -1.066
O 0.463 5.668 0.101
O 0.532 7.208 -1.405
H 0.519 2.213 -4.719
H 0.862 4.562 -5.423
H 0.840 6.389 -3.729
H 0.197 3.520 -0.659

***

# 2
148
Properties=species:S:1:pos:R:3 method="wB97M-V/def2-TZVPD" e_tot_ha=-10808.5092 e_lumo_ev=-0.50 smiles="CCCCN[C@@]1(COCOCCO)OS(=O)(=O)O[C@]1(Cl)Br.FC(F)C(F)(F)COC(F)(F)C(F)F.FC(F)C(F)(F)COC(F)(F)C(F)F.FC(F)C(F)(F)COC(F)(F)C(F)F.FC(F)C(F)(F)COC(F)(F)C(F)F.FC(F)C(F)(F)COC(F)(F)C(F)F.FC(F)C(F)(F)COC(F)(F)C(F)F" orbital_gap_ev=9.57 mol_weight_g_mol=1805.1
C 12.200 -2.143 -2.244
C 11.128 -3.335 -2.672
C 9.628 -2.707 -2.479
C 8.991 -1.991 -3.809
N 8.847 -0.490 -3.730
C 7.675 -0.036 -2.898
C 6.155 -0.039 -3.515
O 5.805 -1.213 -4.321
C 4.507 -1.794 -3.971
O 4.553 -3.185 -3.480
C 5.458 -3.341 -2.331
C 5.001 -2.549 -0.970
O 4.235 -3.485 -0.097
O 7.502 -0.500 -1.514
S 8.345 0.485 -0.387
O 7.327 0.953 0.682
O 9.566 -0.135 0.349
O 8.992 1.642 -1.486
C 8.061 1.574 -2.661
Cl 8.944 2.454 -4.047
Br 6.620 2.838 -2.095
H 11.852 -1.179 -2.817
H 13.268 -2.522 -2.538
H 12.047 -1.961 -1.090
H 11.189 -4.279 -1.943
H 11.267 -3.728 -3.765
H 8.904 -3.606 -2.199
H 9.649 -2.003 -1.523
H 9.764 -2.200 -4.695
H 8.018 -2.575 -4.097
H 9.728 -0.161 -3.243
H 6.099 0.899 -4.252
H 5.427 0.207 -2.633
H 3.860 -1.184 -3.214
H 3.873 -1.832 -4.982
H 6.579 -3.077 -2.539
H 5.445 -4.503 -2.058
H 4.465 -1.523 -1.145
H 6.005 -2.323 -0.365
H 4.817 -4.313 0.041
F -1.201 1.991 -4.552
C -1.968 1.502 -3.551
F -3.047 2.325 -3.463
C -1.222 1.452 -2.223
F -0.861 2.697 -1.812
F -2.082 0.981 -1.266
C 0.014 0.539 -2.212
O 1.273 1.190 -2.397
C 1.662 1.394 -3.755
F 0.799 0.744 -4.572
F 2.857 0.759 -3.894
C 1.816 2.876 -4.108
F 0.650 3.554 -3.945
F 2.175 3.036 -5.410
H -2.331 0.513 -3.842
H 0.076 0.115 -1.203
H -0.100 -0.333 -2.866
H 2.575 3.353 -3.483
F -1.651 -1.262 2.277
C -0.848 -0.536 1.466
F -0.057 -1.431 0.815
C 0.000 0.465 2.241
F 0.846 -0.164 3.100
F 0.804 1.126 1.349
C -0.798 1.530 3.008
O -0.996 1.279 4.401
C -2.122 0.465 4.723
F -2.863 0.261 3.606
F -2.896 1.218 5.550
C -1.728 -0.839 5.422
F -0.921 -1.603 4.640
F -2.821 -1.596 5.704
H -1.468 -0.038 0.716
H -0.197 2.446 2.982
H -1.732 1.803 2.501
H -1.200 -0.639 6.358
F -9.008 1.040 -5.433
C -9.776 0.552 -4.433
F -10.854 1.375 -4.344
C -9.029 0.502 -3.105
F -8.668 1.747 -2.694
F -9.889 0.031 -2.148
C -7.794 -0.411 -3.094
O -6.535 0.240 -3.279
C -6.145 0.443 -4.636
F -7.008 -0.207 -5.454
F -4.950 -0.191 -4.776
C -5.991 1.926 -4.990
F -7.157 2.603 -4.826
F -5.632 2.086 -6.292
H -10.139 -0.438 -4.723
H -7.731 -0.835 -2.085
H -7.908 -1.284 -3.748
H -5.233 2.403 -4.365
F 0.933 2.365 10.590
C 0.263 2.662 11.727
F 1.200 3.072 12.624
C -0.511 1.468 12.269
F 0.324 0.450 12.610
F -1.126 1.848 13.434
C -1.606 0.930 11.334
O -1.250 -0.210 10.548
C -0.593 0.078 9.315
F -0.619 1.414 9.093
F -1.370 -0.476 8.345
C 0.820 -0.510 9.248
F 1.618 -0.008 10.227
F 1.422 -0.208 8.067
H -0.398 3.511 11.531
H -2.415 0.570 11.979
H -2.070 1.719 10.731
H 0.799 -1.597 9.353
F -12.977 4.238 -6.902
C -11.632 4.374 -6.934
F -11.365 5.616 -6.447
C -11.070 4.218 -8.342
F -11.541 5.187 -9.172
F -9.714 4.407 -8.285
C -11.310 2.843 -8.984
O -12.416 2.760 -9.885
C -13.681 2.495 -9.280
F -13.499 2.202 -7.970
F -14.133 1.350 -9.858
C -14.690 3.625 -9.504
F -14.256 4.797 -8.973
F -15.879 3.347 -8.905
H -11.191 3.648 -6.246
H -10.436 2.637 -9.611
H -11.315 2.030 -8.248
H -14.873 3.784 -10.570
F 3.817 -4.985 6.115
C 4.620 -4.259 5.304
F 5.411 -5.154 4.653
C 5.468 -3.258 6.079
F 6.314 -3.887 6.938
F 6.271 -2.597 5.187
C 4.669 -2.193 6.846
O 4.472 -2.444 8.239
C 3.345 -3.258 8.561
F 2.605 -3.462 7.444
F 2.571 -2.505 9.388
C 3.740 -4.562 9.260
F 4.547 -5.326 8.479
F 2.646 -5.319 9.542
H 4.000 -3.761 4.554
H 5.270 -1.277 6.820
H 3.736 -1.920 6.339
H 4.268 -4.362 10.196

***

# 3
96
Properties=species:S:1:pos:R:3 method="wB97M-V/def2-TZVPD" e_tot_ha=-3200.0702 e_lumo_ev=-0.84 orbital_gap_ev=6.08 mol_weight_g_mol=753.7
Ti -0.285 0.519 0.058
O -1.719 -2.389 3.158
C -1.459 -1.623 2.104
O -0.841 -0.588 2.164
C -1.969 -2.222 0.818
O -1.859 -1.312 -0.251
C -3.085 -0.621 -0.547
C -3.258 0.524 0.455
O -4.345 0.732 0.979
O -2.168 1.163 0.650
H -1.224 -2.032 3.912
H -2.997 -2.565 0.955
H -1.337 -3.087 0.604
H -3.926 -1.313 -0.535
H -2.944 -0.211 -1.547
C -0.479 -0.790 -3.742
N 0.037 -1.453 -2.557
C -0.448 -2.820 -2.491
C 1.460 -1.375 -2.407
C 2.285 -1.588 -3.512
C 3.664 -1.621 -3.406
C 4.238 -1.468 -2.152
C 3.433 -1.242 -1.051
C 2.037 -1.149 -1.143
N 1.296 -0.842 0.026
C 1.559 -1.768 1.072
C 1.479 -3.139 0.798
C 1.563 -4.112 1.781
C 1.745 -3.730 3.100
C 1.905 -2.383 3.391
C 1.855 -1.398 2.403
N 2.107 -0.041 2.722
C 1.767 0.388 4.058
C 3.459 0.354 2.358
H -0.298 -1.357 -4.669
H -0.035 0.196 -3.841
H -1.560 -0.667 -3.640
H -0.088 -3.436 -3.331
H -1.540 -2.815 -2.511
H -0.129 -3.292 -1.562
H 1.824 -1.748 -4.478
H 4.277 -1.785 -4.282
H 5.313 -1.518 -2.029
H 3.891 -1.136 -0.075
H 1.331 -3.436 -0.233
H 1.473 -5.157 1.515
H 1.798 -4.467 3.891
H 2.113 -2.092 4.412
H 2.422 -0.019 4.845
H 0.735 0.118 4.283
H 1.851 1.476 4.099
H 3.607 1.410 2.590
H 4.217 -0.228 2.906
H 3.611 0.219 1.290
N -0.319 1.329 -1.420
C -0.627 2.362 -2.275
C -1.917 2.486 -2.812
C -2.245 3.542 -3.645
C -1.298 4.507 -3.970
C -0.014 4.389 -3.455
C 0.323 3.332 -2.623
H -2.664 1.750 -2.547
H -3.250 3.615 -4.041
H -1.556 5.332 -4.621
H 0.738 5.128 -3.704
H 1.325 3.250 -2.226
C -4.184 3.252 3.655
O -2.844 3.637 3.347
C -2.572 3.962 2.056
C -3.513 4.104 1.049
C -3.095 4.453 -0.225
C -1.754 4.675 -0.506
C -0.815 4.547 0.500
C -1.226 4.191 1.774
N -0.358 4.173 2.898
C 0.942 4.088 2.983
C 1.880 3.677 2.007
C 3.181 4.237 2.071
C 4.129 3.920 1.143
C 3.808 2.985 0.135
C 2.594 2.359 0.093
C 1.587 2.653 1.053
O 0.498 1.988 1.135
H -4.861 4.104 3.561
H -4.166 2.920 4.690
H -4.503 2.440 3.000
H -4.554 3.894 1.238
H -3.829 4.536 -1.016
H -1.437 4.931 -1.508
H 0.231 4.726 0.293
H -0.856 4.349 3.763
H 1.333 4.411 3.945
H 3.400 4.958 2.852
H 5.109 4.375 1.176
H 4.556 2.726 -0.605
H 2.378 1.590 -0.638

***

# 4
97
Properties=species:S:1:pos:R:3 method="wB97M-V/def2-TZVPD" e_tot_ha=-2500.4416 e_lumo_ev=-0.86 smiles="O=[N+]([O-])c1ccccc1.O=[N+]([O-])c1ccccc1.O=[N+]([O-])c1ccccc1.O=[N+]([O-])c1ccccc1.COC[C@H](C)N.c1ccccc1.c1ccccc1" orbital_gap_ev=8.40 mol_weight_g_mol=737.8
O 12.494 -25.652 -14.058
N 13.724 -25.456 -14.029
O 14.268 -24.853 -13.115
C 14.502 -25.831 -15.132
C 14.045 -25.828 -16.430
C 14.691 -26.420 -17.515
C 16.018 -26.833 -17.352
C 16.590 -26.713 -16.070
C 15.826 -26.329 -14.981
H 13.043 -25.478 -16.631
H 14.227 -26.524 -18.484
H 16.692 -27.164 -18.128
H 17.642 -26.926 -15.952
H 16.368 -26.200 -14.056
O 6.672 -13.247 -17.849
N 6.898 -14.501 -17.776
O 7.311 -15.128 -16.808
C 6.680 -15.171 -19.046
C 5.593 -14.763 -19.860
C 5.318 -15.383 -21.076
C 6.239 -16.278 -21.534
C 7.373 -16.648 -20.830
C 7.507 -16.184 -19.553
H 4.923 -14.009 -19.475
H 4.447 -15.109 -21.653
H 6.070 -16.630 -22.540
H 7.910 -17.449 -21.317
H 8.384 -16.434 -18.974
O 14.361 -24.192 -3.127
N 14.131 -23.445 -4.085
O 15.026 -22.826 -4.687
C 12.733 -23.258 -4.620
C 11.584 -23.781 -3.981
C 10.292 -23.606 -4.503
C 10.149 -22.965 -5.728
C 11.262 -22.290 -6.296
C 12.523 -22.549 -5.803
H 11.755 -24.209 -3.005
H 9.371 -23.931 -4.041
H 9.151 -22.811 -6.111
H 11.164 -21.699 -7.194
H 13.387 -22.130 -6.298
O 17.880 -16.393 -24.771
N 18.611 -17.401 -24.755
O 19.680 -17.361 -25.417
C 18.161 -18.701 -24.190
C 18.891 -19.834 -24.495
C 18.573 -21.051 -23.948
C 17.491 -21.127 -23.091
C 16.809 -19.988 -22.639
C 17.112 -18.743 -23.187
H 19.741 -19.752 -25.156
H 19.079 -21.976 -24.180
H 17.266 -22.070 -22.615
H 16.101 -20.103 -21.831
H 16.648 -17.793 -22.967
C 18.008 -20.291 -16.368
O 17.093 -19.240 -16.257
C 15.982 -19.429 -15.347
C 15.037 -18.218 -15.370
C 13.981 -18.193 -14.187
N 14.345 -18.033 -16.648
H 17.538 -21.242 -16.617
H 18.625 -20.494 -15.492
H 18.638 -20.180 -17.251
H 15.398 -20.349 -15.370
H 16.502 -19.319 -14.396
H 15.689 -17.347 -15.304
H 13.577 -17.203 -13.978
H 14.289 -18.590 -13.220
H 13.079 -18.749 -14.443
H 14.147 -17.044 -16.609
H 15.014 -18.159 -17.394
C 24.733 -18.573 -19.025
C 23.944 -18.253 -20.117
C 24.309 -18.669 -21.419
C 25.394 -19.517 -21.536
C 26.244 -19.731 -20.445
C 25.900 -19.297 -19.211
H 24.430 -18.172 -18.069
H 23.096 -17.619 -19.904
H 23.742 -18.222 -22.222
H 25.702 -19.964 -22.470
H 27.098 -20.384 -20.549
H 26.546 -19.572 -18.390
C 11.079 -13.500 -7.015
C 10.443 -13.104 -8.215
C 11.141 -12.924 -9.396
C 12.528 -13.139 -9.350
C 13.155 -13.539 -8.182
C 12.454 -13.687 -6.996
H 10.561 -13.565 -6.069
H 9.379 -12.955 -8.106
H 10.587 -12.664 -10.286
H 13.133 -13.105 -10.244
H 14.220 -13.716 -8.140
H 12.962 -14.023 -6.104